Arrangement 1

Entry from the OMol25 dataset: an isolated molecule of C4H7NO (ωB97M-V/def2-TZVPD).

Its HOMO-LUMO gap is 10.8 eV. As for the LUMO energy: 1.04 eV.

Geometry as ORCA input:
```
! RIJCOSX wB97M-V def2-TZVPD def2/J DEFGRID3
* xyz 0 1
O 2.731 -1.583 -0.238
C 1.820 -0.829 -0.503
N 1.096 -0.105 0.390
C -0.035 0.666 -0.016
C -1.259 0.528 0.832
C -1.248 -0.044 -0.554
H 1.448 -0.627 -1.528
H 1.283 -0.209 1.377
H 0.191 1.643 -0.443
H -1.201 -0.188 1.649
H -1.827 1.424 1.052
H -1.824 0.454 -1.328
H -1.187 -1.125 -0.649
*
```



Arrangement 2

Entry from the OMol25 dataset: an isolated molecule of C4H7NO (ωB97M-V/def2-TZVPD).

Its HOMO-LUMO gap is 10.5 eV. As for the LUMO energy: 0.73 eV.

Geometry as ORCA input:
```
! RIJCOSX wB97M-V def2-TZVPD def2/J DEFGRID3
* xyz 0 1
C 1.388 -0.584 0.126
C -0.044 -0.031 0.041
C -0.213 1.454 0.102
N -0.527 0.775 -1.129
C -1.105 -1.060 0.282
O -2.299 -0.850 0.245
H 1.451 -1.657 -0.096
H 2.047 -0.061 -0.567
H 1.824 -0.465 1.132
H -0.989 1.907 0.713
H 0.708 2.023 -0.014
H -1.547 0.636 -1.101
H -0.677 -2.077 0.222
*
```



Least stable of them? arrangement 2.



Arrangement 1

Entry from the OMol25 dataset: a 2-piece molecular cluster, C5H7N overall (ωB97M-V/def2-TZVPD).

Its HOMO-LUMO gap is 7.6 eV. As for the LUMO energy: 0.84 eV.

Geometry as ORCA input:
```
! RIJCOSX wB97M-V def2-TZVPD def2/J DEFGRID3
* xyz 0 1
C 1.951 -0.038 0.207
C 0.497 0.029 0.109
C -0.334 1.150 0.121
C -1.668 0.665 0.057
C -1.621 -0.698 -0.052
N -0.296 -1.083 -0.099
H 2.513 -0.965 0.330
H 1.347 0.138 -1.109
H 2.525 0.871 0.349
H 0.000 2.182 0.164
H -2.570 1.263 0.060
H -2.409 -1.427 -0.164
H 0.027 -2.036 -0.021
*
```



Arrangement 2

Entry from the OMol25 dataset: an isolated molecule of C5H7N (ωB97M-V/def2-TZVPD).

Its HOMO-LUMO gap is 10.0 eV. As for the LUMO energy: 0.99 eV.

Geometry as ORCA input:
```
! RIJCOSX wB97M-V def2-TZVPD def2/J DEFGRID3
* xyz 0 1
C -0.006 1.180 2.460
C 0.242 0.504 1.190
C 0.501 -0.109 0.185
C 0.734 -0.733 -1.098
C -0.444 -1.260 -1.834
N 0.209 -0.037 -2.279
H 0.545 0.658 3.248
H -1.069 1.173 2.722
H 0.334 2.220 2.435
H 1.706 -1.201 -1.241
H -1.404 -1.200 -1.326
H -0.321 -2.109 -2.501
H -0.312 0.775 -1.955
*
```



Arrangement 3

Entry from the OMol25 dataset: an isolated molecule of C5H7N (ωB97M-V/def2-TZVPD).

Its HOMO-LUMO gap is 10.2 eV. As for the LUMO energy: 1.05 eV.

Geometry as ORCA input:
```
! RIJCOSX wB97M-V def2-TZVPD def2/J DEFGRID3
* xyz 0 1
C 0.810 1.658 -0.062
C 0.783 0.277 0.542
N -0.219 -0.119 1.530
C -0.147 -0.853 0.259
C -1.227 -1.044 -0.695
C -1.975 -1.663 -1.413
H -0.184 2.039 -0.318
H 1.264 2.350 0.659
H 1.431 1.682 -0.963
H 1.777 -0.071 0.825
H -0.988 0.549 1.519
H 0.308 -1.833 0.382
H -2.570 -2.321 -2.008
*
```



Least stable of them? arrangement 3.